No. 1
Computed, not measured: a gas-phase ion, C12H24BI2N4O3 (charge +1) at a distorted geometry, with ωB97M-V/def2-TZVPD.

Calculated values
- F_max (eV/A) = 1.4
- highest occupied orbital energy (eV) = -11.81
- SMILES = CC(=O)NCCCCN1C(N)=[NH+][C@@H](B(O)O)[C@@H]1[C@H](I)[C@@H](C)I
- total energy (eV) = -41810.6604

The geometry in ORCA input format:
```
! RIJCOSX wB97M-V def2-TZVPD def2/J DEFGRID3
* xyz 1 1
I -1.17410 -5.09298 -1.05752
I 1.57095 -2.68278 -2.59163
O -3.31876 1.29864 0.49769
O 0.21312 -0.98518 3.96930
O -1.17911 -0.16933 2.17912
N 1.96581 -0.53527 -0.03148
N 2.26509 -1.63820 1.96616
N -1.17854 1.65937 -0.19346
N 3.24827 0.46637 1.67908
C -2.43096 3.45325 0.99920
C 0.71456 -1.36615 0.14163
C -2.39303 2.05866 0.44618
C 0.79291 -1.76294 1.64445
C 1.88899 0.78807 -0.70668
C 2.54218 -0.51420 1.16585
C -1.72390 -2.24233 -1.85729
C -1.14519 1.90635 -1.65050
C 0.26945 2.16795 -2.14404
C 0.56802 -2.65124 -0.70239
C 1.14020 0.89431 -2.04572
C -0.92830 -2.98854 -0.79808
B -0.12645 -0.92264 2.65530
H -2.46055 4.16189 0.16709
H -0.29799 -0.37537 4.51677
H 3.52933 0.38509 2.64573
H 0.47535 0.04670 -2.19039
H 2.74129 -2.40382 1.48326
H -1.54209 -1.16499 -1.79438
H -0.12679 -0.68307 -0.00974
H -0.43079 2.20014 0.22760
H -1.81128 2.73161 -1.93621
H 0.20224 2.46981 -3.19142
H -1.50660 -2.60704 -2.86318
H -1.51719 3.66262 1.56520
H -1.36654 -2.74703 0.17741
H 1.88889 0.90488 -2.83819
H 3.55755 1.26983 1.15527
H 1.47949 1.50530 0.01182
H -2.79158 -2.39389 -1.68141
H -2.06729 -0.51345 2.33947
H 1.05851 -3.47097 -0.17412
H 0.73895 3.00684 -1.61212
H 2.92646 1.08313 -0.89922
H 0.56404 -2.81315 1.85475
H -3.29435 3.58159 1.64789
H -1.53027 1.02214 -2.16703
*
```

---

No. 2
Computed, not measured: a molecular structure, C12H24Br18NOP at a distorted geometry, with ωB97M-V/def2-TZVPD.

Calculated values
- F_max (eV/A) = 1.6
- highest occupied orbital energy (eV) = -8.71
- total energy (eV) = -1286420.3427

The geometry in ORCA input format:
```
! RIJCOSX wB97M-V def2-TZVPD def2/J DEFGRID3
* xyz 0 1
Br 2.09018 3.51465 4.58860
Br -1.62644 1.87243 3.64978
Br 4.70637 -4.17883 -6.61036
Br 2.19862 0.97913 2.63050
Br -2.93572 -0.69065 10.16752
Br -6.68731 -3.94526 2.40231
Br -3.29452 0.56074 6.04557
Br -0.12441 0.13976 5.89542
Br 5.31095 -1.08666 -7.17505
Br 3.64832 3.71032 1.79558
Br 4.20872 -0.71429 -3.52823
Br 3.50035 -0.58744 -0.40687
Br -0.48228 -2.37160 8.97658
Br -3.41578 -2.71447 7.73276
Br 5.25328 -3.01217 -1.55686
Br -3.76435 -3.58589 1.14481
Br 7.48387 -2.89173 -5.66876
Br -4.89925 -1.41302 3.20633
P 0.75646 0.94288 -2.44535
O 0.04421 -0.27989 -3.46188
N -0.43406 3.66141 -1.95800
C 6.06746 -2.85692 -6.98658
C -0.61223 -1.29412 -2.71354
C -2.83564 -0.09071 -0.91915
C -1.60214 1.32591 5.50766
C 4.79497 -1.14079 -1.73440
C -5.33981 -2.68590 1.81732
C -2.88997 -0.05593 -2.48263
C 1.66641 2.28172 -1.44543
C -2.38463 -2.34444 9.32730
C 2.16945 2.90984 2.75181
C -2.12720 -1.26233 -3.13341
C 0.89906 3.65082 -1.30996
H -5.76392 -2.12548 0.99333
H 1.13020 1.62163 -3.63976
H 6.51111 -3.11724 -7.93916
H -2.58854 -3.14213 10.03019
H -3.18292 -1.09009 -0.58798
H 0.79043 3.85360 -0.21594
H -1.45447 2.22124 6.09864
H 1.25933 3.24409 2.26783
H -2.61020 -2.21941 -2.84034
H -2.55569 0.91736 -2.88741
H 5.69887 -0.57360 -1.55138
H 1.65164 -0.04140 -1.88131
H -0.62298 4.60240 -2.29327
H -1.81877 0.06749 -0.51402
H 1.54196 4.45860 -1.71023
H 1.93499 1.88396 -0.44608
H -1.12370 3.53266 -1.22107
H -2.18418 -1.11475 -4.23070
H -0.18340 -2.28617 -2.98056
H -3.48848 0.67467 -0.45337
H -3.95809 -0.16962 -2.76859
H -0.49302 -1.16678 -1.61615
H -0.46513 1.13254 -1.75036
H 2.63201 2.48986 -1.96569
*
```

---

No. 3
Computed, not measured: a molecular structure, C12H24BrClMgO8 at a distorted geometry, with ωB97M-V/def2-TZVPD.

Calculated values
- F_max (eV/A) = 4.9
- highest occupied orbital energy (eV) = -8.32
- energy relative to the best compared isomer or geometry (same formula, charge and spin) (eV) = 10.253
- total energy (eV) = -117217.7938

The geometry in ORCA input format:
```
! RIJCOSX wB97M-V def2-TZVPD def2/J DEFGRID3
* xyz 0 1
Br -8.50140 -3.49043 30.57494
Cl -10.17524 -7.15896 25.73129
Mg -11.24196 -6.12935 29.19061
O -14.19134 -9.33703 28.37742
O -15.03234 -1.73014 25.75593
O -13.80813 -2.89525 27.47655
O -13.26964 -5.26348 32.92320
O -9.45463 -9.22896 31.15637
O -7.68357 -10.67380 31.64042
O -14.53428 -0.79373 27.71758
O -9.39134 -10.89820 32.79554
C -15.21335 -3.98682 33.27219
C -8.92240 -10.24201 31.74219
C -15.53958 -10.55771 26.72863
C -14.35657 -10.42359 27.79675
C -15.19122 0.42826 27.22747
C -13.92210 -4.60422 33.73133
C -10.61673 -10.53578 33.28949
C -14.60323 -2.43006 24.61134
C -14.36244 -1.91192 27.02030
C -6.84772 -10.24041 30.54094
C -13.50273 -4.59131 35.21707
C -13.58788 -11.71479 28.19574
H -15.68273 -4.65841 32.55335
H -16.15750 0.19531 26.78011
H -11.33469 -10.80614 32.51519
H -14.24336 -12.55443 27.96450
H -15.04120 -10.81996 25.79539
H -6.43239 -11.19479 30.21726
H -10.96383 -11.04095 34.19082
H -15.15508 -2.11337 23.72632
H -13.55628 -2.31350 24.33131
H -7.34797 -9.68449 29.74797
H -10.62735 -9.46384 33.48677
H -14.55021 0.91351 26.49145
H -12.94312 -3.71094 35.53310
H -6.07423 -9.56734 30.91080
H -16.10145 -9.64401 26.53488
H -13.32757 -11.82941 29.24796
H -16.20483 -11.38309 26.98218
H -12.68309 -11.81813 27.59674
H -14.45818 -4.56412 35.74096
H -15.44166 1.04743 28.08887
H -14.76599 -3.49361 24.78594
H -15.15985 -3.10375 32.63545
H -13.00562 -5.54428 35.39831
H -15.86069 -3.73624 34.11259
*
```

---

No. 4
Computed, not measured: a molecular structure, C12H24BrF2N3O4P2S2 at a distorted geometry, with ωB97M-V/def2-TZVPD.

Calculated values
- F_max (eV/A) = 1.6
- highest occupied orbital energy (eV) = -9.02
- total energy (eV) = -141217.2157

The geometry in ORCA input format:
```
! RIJCOSX wB97M-V def2-TZVPD def2/J DEFGRID3
* xyz 0 1
Br 0.23191 -2.94892 1.30016
S 2.00338 1.34145 -5.93462
S 1.65911 0.43023 -3.46888
P -2.35846 0.78215 -0.81164
P 1.63577 -0.44099 3.28893
F 1.76807 1.96943 -3.04161
F 3.12254 0.98115 -6.99421
O 0.24152 0.22950 -3.57260
O 2.30219 -0.22926 -2.37050
O 0.78920 0.96844 -6.58040
O 2.22397 2.72372 -5.66584
N 2.49158 0.35100 -4.78136
N -1.40111 1.48699 1.72331
N -0.31434 -0.23880 0.96425
C -1.30066 0.64093 0.69986
C -4.11029 0.68201 -0.22039
C 0.20801 -1.35959 0.15223
C 2.93203 -1.26940 2.26756
C -0.24696 -3.09593 -1.69346
C -0.54333 2.83078 -0.99416
C -1.98037 2.47295 -1.41633
C 0.47281 -1.04548 5.73747
C 0.85774 -1.72422 4.38822
C 0.24602 0.12155 2.21342
C -0.54242 -1.69401 -1.13195
C -0.44982 1.19024 2.67466
H -0.27312 1.69558 3.60288
H -2.02659 2.43884 -2.49886
H 0.06176 1.92638 -0.95635
H 1.22279 -1.09159 -0.11741
H -2.05619 2.24423 1.81320
H -4.62156 1.62516 -0.38119
H -0.29744 -0.97340 -1.90793
H 2.75745 -1.21421 1.20034
H -0.90582 -3.82001 -1.23025
H 3.11372 -2.28106 2.61155
H -0.57805 -0.77579 5.70721
H -2.64820 3.24170 -1.03295
H 1.03181 -0.11930 5.84761
H -0.53598 -3.06973 -2.73903
H 0.67833 -1.68567 6.58677
H 3.84014 -0.70404 2.45721
H -1.60378 -1.67361 -0.91913
H -4.17465 0.35857 0.81511
H -0.06120 -2.07934 3.94263
H 1.55615 -2.53152 4.58114
H -0.08364 3.51016 -1.70014
H -4.58358 -0.08201 -0.82486
H 0.79186 -3.38112 -1.58083
H -0.54236 3.28586 -0.00882
*
```